A structure of composition C36H37NP2Tc in a non-equilibrium geometry. Source: the OMol25 dataset; level of theory: the ωB97M-V functional and the def2-TZVPD basis.

The LUMO energy (spin up / spin down) comes out at -7.45 / -8.39 eV. The largest force on an atom is 5.0 eV/A. The HOMO-LUMO gap (spin up / spin down) is 6.37 / 5.83 eV.

```
! wB97M-V def2-TZVPD RIJCOSX def2/J DEFGRID3
* xyz 2 4
Tc -0.316 0.073 2.286
C -1.547 -0.397 4.592
C -2.358 -0.158 3.481
C -3.141 1.158 3.324
C -2.402 2.270 2.593
C -0.892 2.082 2.462
C -0.051 1.785 3.603
C -0.562 1.913 5.034
C -1.134 0.613 5.631
C 1.616 0.450 1.802
H -1.492 -1.432 4.931
H -2.981 -1.016 3.189
H -3.504 1.485 4.318
H -4.053 0.901 2.766
H -2.798 2.312 1.552
H -2.644 3.250 3.056
H -0.439 2.769 1.728
H 0.982 2.174 3.542
H -1.316 2.714 5.127
H 0.293 2.194 5.665
H -0.364 0.151 6.287
H -1.982 0.854 6.295
H 2.198 -0.349 1.306
H 2.286 0.859 2.608
H 1.414 1.260 1.088
P -0.184 -1.619 -1.565
P 1.246 0.707 -1.532
C -1.209 -0.223 -1.988
C -0.467 0.946 -2.026
C -0.540 -2.761 -3.012
C -1.608 -2.638 -3.915
C -1.877 -3.661 -4.839
C -1.038 -4.773 -4.920
C 0.073 -4.873 -4.067
C 0.331 -3.860 -3.137
C -1.042 -2.514 -0.234
C -0.435 -2.457 1.038
C -1.114 -3.039 2.124
C -2.414 -3.547 1.933
C -2.977 -3.588 0.661
C -2.306 -3.058 -0.444
C 2.095 0.899 -3.182
C 1.900 -0.103 -4.158
C 2.489 0.018 -5.416
C 3.287 1.131 -5.710
C 3.474 2.132 -4.754
C 2.857 2.029 -3.505
C 1.735 2.316 -0.817
C 3.074 2.346 -0.357
C 3.472 3.346 0.522
C 2.584 4.374 0.867
C 1.317 4.422 0.286
C 0.883 3.405 -0.574
H -2.266 -0.346 -2.241
H -0.782 1.957 -2.371
H -2.224 -1.741 -3.897
H -2.733 -3.582 -5.515
H -1.237 -5.569 -5.644
H 0.729 -5.744 -4.109
H 1.190 -3.922 -2.466
H 0.561 -1.996 1.140
H -0.633 -3.068 3.095
H -2.987 -3.884 2.806
H -3.961 -4.037 0.505
H -2.771 -3.063 -1.427
H 1.289 -0.978 -3.924
H 2.319 -0.754 -6.168
H 3.737 1.233 -6.696
H 4.091 3.005 -4.968
H 3.001 2.838 -2.784
H 3.783 1.578 -0.690
H 4.487 3.337 0.910
H 2.894 5.160 1.560
H 0.642 5.252 0.507
H -0.100 3.447 -1.047
N 1.626 -1.434 4.365
C 0.924 -0.962 3.514
*
```

Atomic charges from the Mulliken analysis, expressed in e, are listed below: Tc 0.0506; C 0.1068; C -0.3374; C -0.8634; C -0.8812; C 0.0299; C 0.6845; C -1.1949; C -0.8457; C -0.6412; H 0.4737; H 0.4816; H 0.3150; H 0.4180; H 0.3505; H 0.3567; H -0.2008; H 0.5878; H 0.2809; H 0.4050; H 0.4347; H 0.3943; H 0.8983; H 0.6400; H -0.6571; P 0.4794; P 1.2036; C -0.3280; C -0.7733; C 0.4782; C -0.2347; C -0.7148; C -0.4542; C -0.6962; C -0.4752; C 0.2706; C -0.9017; C -0.5791; C -0.7567; C -0.6964; C -0.6356; C 0.7232; C -0.1311; C -0.8354; C -0.4643; C -0.8279; C -0.4063; C 0.1219; C -0.0066; C -0.8818; C -0.5878; C -0.4843; C -0.6600; H 0.7096; H 0.6437; H 0.3958; H 0.4259; H 0.4081; H 0.4135; H 0.4085; H 1.1620; H 0.6884; H 0.4740; H 0.4217; H 0.4838; H 0.0940; H 0.4481; H 0.3955; H 0.4252; H 0.2692; H 0.4708; H 0.4704; H 0.4501; H 0.4936; H 0.2659; N -0.7231; C 0.2730

=====

A structure of composition C36H38BiO6Se2 in a non-equilibrium geometry. Source: the OMol25 dataset; level of theory: the ωB97M-V functional and the def2-TZVPD basis.

The LUMO energy comes out at 2.49 eV. The largest force on an atom is 3.5 eV/A. The HOMO-LUMO gap is 7.34 eV.

```
! wB97M-V def2-TZVPD RIJCOSX def2/J DEFGRID3
* xyz -1 1
Bi -14.717 -12.634 6.846
C -12.176 -8.962 12.079
C -11.684 -10.040 11.071
C -10.257 -10.489 11.192
O -11.950 -9.523 9.748
C -12.696 -10.485 8.979
C -13.064 -11.608 9.949
O -12.563 -11.207 11.216
C -14.716 -11.671 9.953
O -15.249 -11.696 8.679
C -15.237 -10.431 10.632
C -15.714 -9.326 9.896
C -16.352 -8.265 10.500
C -16.415 -8.232 11.925
C -15.822 -9.205 12.643
C -15.286 -10.362 12.011
C -15.206 -12.924 10.708
C -14.366 -13.620 11.549
C -14.914 -14.726 12.260
C -16.201 -15.170 12.022
C -17.020 -14.493 11.098
C -16.529 -13.368 10.444
C -11.960 -10.744 7.625
O -12.639 -11.744 6.942
C -10.491 -11.151 7.750
C -10.152 -12.494 7.732
C -8.869 -12.890 7.812
C -7.832 -11.986 7.910
C -8.158 -10.595 8.070
C -9.492 -10.215 7.938
C -12.034 -9.500 6.734
C -11.537 -9.570 5.429
C -11.603 -8.479 4.604
C -12.324 -7.357 5.016
C -12.903 -7.258 6.272
C -12.657 -8.322 7.186
H -11.713 -8.006 12.011
H -12.124 -9.359 13.110
H -13.273 -8.893 11.859
H -9.558 -9.729 10.984
H -10.045 -11.239 10.471
H -10.074 -10.870 12.208
H -13.675 -9.989 8.689
H -12.614 -12.583 9.655
H -15.581 -9.307 8.851
H -16.541 -7.342 9.999
H -16.871 -7.421 12.441
H -15.777 -9.151 13.691
H -14.875 -11.110 12.612
H -13.306 -13.374 11.590
H -14.312 -15.344 12.907
H -16.570 -16.063 12.459
H -17.977 -14.822 10.791
H -17.030 -12.753 9.657
H -10.836 -13.304 7.625
H -8.672 -13.947 7.748
H -6.788 -12.257 7.786
H -7.389 -9.876 8.206
H -9.809 -9.143 7.916
H -11.186 -10.527 5.123
H -11.154 -8.559 3.589
H -12.422 -6.560 4.337
H -13.435 -6.344 6.505
H -12.900 -8.091 8.199
O -13.617 -17.788 6.635
C -14.940 -17.249 6.713
C -15.435 -16.816 8.047
C -15.607 -18.050 8.908
O -15.876 -17.661 10.275
C -14.526 -15.835 8.854
Se -13.221 -14.675 7.859
C -16.830 -16.187 7.849
Se -16.949 -14.505 6.776
H -13.090 -17.006 6.967
H -15.674 -17.897 6.167
H -15.052 -16.433 5.946
H -14.753 -18.674 8.813
H -16.526 -18.601 8.607
H -15.175 -17.080 10.636
H -13.805 -16.469 9.386
H -15.138 -15.281 9.480
H -17.354 -15.936 8.765
H -17.467 -16.815 7.215
*
```

Atomic charges from the Mulliken analysis, expressed in e, are listed below: Bi 0.7828; C -1.3428; C 1.2141; C -1.9724; O -0.2868; C -0.9419; C -0.5010; O -0.3442; C 2.2287; O -0.8811; C 0.1786; C -0.4914; C -1.0802; C -0.5418; C -0.8240; C -0.1548; C -0.8668; C 0.4146; C -0.8089; C -0.9352; C -0.4916; C -0.5898; C 2.6151; O -0.7345; C -0.2705; C -0.1204; C -0.7080; C -0.6342; C -0.9308; C 0.3249; C -0.5711; C -0.2430; C -0.7693; C -0.4322; C -1.2080; C 0.0622; H 0.3910; H 0.2961; H 0.2641; H 0.4260; H 0.4148; H 0.3836; H 0.1148; H 0.9523; H 0.4561; H 0.3869; H 0.4227; H 0.4841; H 0.4693; H 0.4676; H 0.3722; H 0.3719; H 0.5489; H 0.3643; H -0.0205; H 0.4621; H 0.3970; H 0.4879; H 0.3577; H 0.5184; H 0.3136; H 0.4416; H 0.4235; H 0.5597; O -0.6354; C -1.5479; C 3.4812; C -1.3210; O -0.5921; C -1.0190; Se -0.0210; C -1.8255; Se -0.3982; H 0.3250; H 0.4735; H 0.2898; H 0.4070; H 0.4015; H 0.4293; H 0.7004; H -0.6618; H 0.3087; H 0.5339